[1]
Below is a single C6H12O6 molecule, with properties calculated with the ωB97M-V functional and the def2-TZVPD basis.

```
24
Properties=species:S:1:pos:R:3:forces:R:3:nbo_charge:R:1
O -2.737422 1.325258 0.362081 0.74 0.07 -0.03 -0.554
C -1.533452 1.461352 0.242229 -0.19 -0.59 0.47 0.572
C -0.939473 2.482942 -0.710517 0.10 0.99 0.29 -0.183
O 0.259158 2.092887 -1.357732 -0.15 -0.67 0.66 -0.746
C -0.550619 0.497456 0.981986 -1.45 1.31 -0.14 -0.026
O 0.707499 1.097399 1.016241 0.38 0.16 0.20 -0.736
C -0.667662 -0.776859 0.151688 0.27 -0.44 0.68 0.053
O -1.831839 -1.506321 0.553766 0.25 0.80 -0.68 -0.708
C 0.516441 -1.720365 0.331896 1.14 -0.44 -0.35 0.053
O 1.248198 -1.413356 1.545191 -0.36 0.23 -0.01 -0.759
C 1.484088 -1.651656 -0.887212 -0.95 -0.36 0.17 -0.077
O 1.934362 -0.354271 -1.097383 0.82 0.74 -0.05 -0.730
H -1.717209 2.775909 -1.417794 0.20 -0.17 -0.12 0.212
H -0.703339 3.384056 -0.106548 -0.36 -0.25 -0.02 0.199
H 0.773934 1.765610 -0.576189 0.23 0.28 -0.69 0.501
H -0.903056 0.334144 1.998540 -0.28 -0.24 0.02 0.210
H 1.277749 0.415350 1.405018 0.41 0.08 -0.14 0.522
H -0.717021 -0.419930 -0.886634 -0.11 -0.62 -0.16 0.173
H -2.571735 -0.904125 0.374942 -0.15 -0.21 0.24 0.489
H 0.063801 -2.703263 0.459182 0.17 -0.22 -0.26 0.204
H 1.908668 -2.085430 1.760700 -0.31 0.06 -0.35 0.492
H 2.382973 -2.248645 -0.719460 -0.18 -0.20 0.13 0.180
H 0.970499 -2.027693 -1.785542 0.04 -0.18 0.25 0.173
H 1.345456 0.179551 -1.638451 -0.25 -0.15 -0.11 0.488
```
Positions in Å, forces in eV/Å.

Computed properties:
M, g mol⁻¹: 180.16
E_tot, hartree: -687.2252
HOMO energy, eV: -9.7
SMILES string: O=C(CO)[C@H](O)[C@H](O)[C@H](O)CO
E_LUMO, eV: 0.499
HOMO-LUMO gap, eV: 10.21
ΔE to the lowest compared entry with this formula, charge and spin, kcal per mole: 17.18



[2]
Below is a single C23H27N3O3 molecule, with properties calculated with the ωB97M-V functional and the def2-TZVPD basis.

```
56
Properties=species:S:1:pos:R:3:forces:R:3:nbo_charge:R:1
C -6.505817 2.089818 4.495981 -0.04 0.04 0.00 -0.244
O -5.553108 1.328263 3.801600 0.13 -0.19 -0.12 -0.538
C -4.825358 2.082795 2.860409 0.11 0.02 -0.07 -0.064
C -3.823090 1.148731 2.182980 -0.21 0.14 0.20 -0.230
N -2.760590 1.882879 1.521982 -0.03 -0.11 0.00 -0.443
C -1.611776 1.040749 1.236330 0.26 0.20 0.05 -0.225
C -0.470236 1.903177 0.694393 0.06 -0.43 0.28 -0.224
N -0.905525 2.604632 -0.487101 -0.19 0.10 0.25 -0.435
C -0.420481 2.445802 -1.738889 0.24 -0.05 -0.04 0.677
O -0.857475 3.057014 -2.695391 -0.02 0.06 -0.29 -0.616
C 0.712547 1.467101 -1.863559 0.01 -0.02 -0.28 -0.120
C 2.024625 1.946374 -1.928755 -0.18 0.01 0.03 -0.190
C 3.107659 1.092967 -2.034158 0.31 -0.30 -0.01 -0.263
C 2.824909 -0.258319 -2.074521 -1.25 0.31 0.07 0.293
O 3.658402 -1.329750 -2.112093 0.56 -0.04 0.02 -0.441
C 2.828454 -2.404925 -2.095224 -0.78 -0.21 -0.29 0.541
C 3.410427 -3.759863 -1.945987 0.32 0.17 0.08 -0.457
C 3.865026 -3.926103 -0.477105 -0.08 0.00 -0.05 -0.426
C 2.783254 -3.418592 0.437322 0.15 -0.10 0.24 0.077
C 2.853877 -2.136915 0.968189 0.08 -0.04 0.00 -0.258
C 1.806758 -1.621167 1.710762 -0.05 0.09 0.03 -0.197
C 0.677255 -2.387010 1.939826 -0.07 0.08 0.05 -0.224
C 0.605840 -3.672586 1.431763 -0.09 -0.08 -0.02 -0.195
C 1.650311 -4.182558 0.682546 0.07 0.02 0.05 -0.238
N 1.571092 -2.127420 -2.075183 -0.03 -0.68 -0.15 -0.461
C 1.505159 -0.754043 -2.048661 0.91 0.66 0.02 0.068
C 0.429718 0.113231 -1.944386 0.21 0.01 -0.02 -0.201
C -2.079134 3.414047 -0.249422 -0.40 0.10 -0.25 -0.232
C -3.203594 2.538390 0.301491 0.16 0.26 0.03 -0.231
H -6.031689 2.904003 5.058615 -0.03 -0.02 0.00 0.164
H -7.246879 2.522705 3.811897 0.00 -0.01 0.04 0.163
H -7.002843 1.412169 5.186839 -0.05 0.08 0.03 0.194
H -5.516458 2.531396 2.130670 0.05 0.00 0.07 0.158
H -4.277235 2.896314 3.360113 -0.03 -0.06 -0.07 0.169
H -3.378747 0.539908 2.973407 -0.02 -0.01 -0.04 0.208
H -4.356686 0.471844 1.495691 0.05 -0.03 0.02 0.170
H -1.289978 0.561595 2.162931 0.00 -0.04 -0.01 0.204
H -1.850838 0.251731 0.501084 0.01 -0.01 0.02 0.168
H 0.397138 1.282641 0.469672 -0.07 0.09 0.07 0.232
H -0.198721 2.644256 1.455561 0.04 -0.09 -0.01 0.197
H 2.188374 3.012305 -1.885438 0.04 0.11 -0.01 0.224
H 4.120643 1.459989 -2.069953 0.11 0.08 0.00 0.228
H 4.258367 -3.890967 -2.618816 -0.04 -0.07 -0.05 0.232
H 2.632301 -4.483712 -2.183168 0.01 0.08 -0.05 0.241
H 4.073734 -4.979999 -0.287512 0.07 0.03 0.01 0.221
H 4.781247 -3.354177 -0.320620 0.01 -0.07 0.02 0.215
H 3.732151 -1.531142 0.789859 0.09 0.04 -0.04 0.212
H 1.871905 -0.617580 2.107059 0.02 0.07 0.05 0.210
H -0.144182 -1.984164 2.513985 -0.07 0.02 0.06 0.211
H -0.271284 -4.276369 1.612173 -0.07 -0.05 0.02 0.214
H 1.584066 -5.181701 0.276938 -0.02 -0.13 -0.06 0.208
H -0.580674 -0.260214 -1.913566 -0.17 -0.05 0.03 0.230
H -2.370059 3.870999 -1.196412 0.03 -0.01 0.15 0.249
H -1.835326 4.194312 0.479045 -0.04 -0.01 -0.04 0.195
H -4.064694 3.166588 0.529345 -0.03 0.00 -0.07 0.206
H -3.499809 1.800794 -0.465878 -0.02 0.03 0.02 0.170
```
Positions in Å, forces in eV/Å.

Computed properties:
M, g mol⁻¹: 393.49
E_tot, hartree: -1282.6330
HOMO energy, eV: -8.8
SMILES string: COCCN1CCN(C(=O)c2ccc3oc(CCc4ccccc4)nc3c2)CC1
E_LUMO, eV: 0.744
HOMO-LUMO gap, eV: 9.53
ΔE to the lowest compared entry with this formula, charge and spin, kcal per mole: 61.72